ORCA calculation (ωB97M-V/def2-TZVPD) on a single C5H9NO molecule.

Last column: natural (NBO) charge in e.
Positions of all 16 atoms, in Å:
H -0.992 -0.144 1.821  0.210
H 0.682 -2.477 0.732  0.211
C 0.968 -1.479 0.380  -0.605
C -1.144 1.482 -0.823  0.001
O 1.259 2.398 -1.222  -0.578
H -2.119 0.134 0.463  0.219
C -0.253 -0.738 -0.148  -0.243
N 1.246 1.049 -0.861  -0.135
H 1.731 -1.590 -0.396  0.227
C 0.044 0.670 -0.618  0.012
H 1.421 -0.937 1.217  0.211
H 2.203 2.580 -1.319  0.481
H -0.671 -1.284 -1.005  0.223
H -1.909 -1.497 1.100  0.222
C -1.376 -0.564 0.883  -0.594
H -1.090 2.396 -0.203  0.137

* energy relative to the best compared isomer or geometry (same formula, charge and spin): 596.8 kJ/mol
* charge: 0
* lowest unoccupied orbital energy (spin up / spin down): -0.036 / -0.029 Eh
* HOMO energy (spin up / spin down): -8.89 / -8.83 eV
* Kohn-Sham gap (spin up / spin down): 7.90 / 8.04 eV

---

ORCA calculation (ωB97M-V/def2-TZVPD) on a single C5H9NO molecule.

Last column: natural (NBO) charge in e.
Positions of all 16 atoms, in Å:
C -0.818 1.304 -0.115  -0.067
H 2.844 1.519 0.350  0.344
C 1.408 0.346 0.080  0.570
H -0.956 -2.156 0.237  0.217
C 0.829 -1.013 -0.224  -0.493
C -1.468 -0.094 -0.174  -0.434
C -0.547 -1.157 0.418  -0.393
H 1.546 -1.759 0.126  0.246
H -0.824 1.779 -1.103  0.177
H -1.365 1.960 0.565  0.194
H -0.468 -1.030 1.505  0.206
N 2.657 0.539 0.134  -0.687
H -2.429 -0.080 0.350  0.217
O 0.523 1.336 0.382  -0.520
H -1.678 -0.356 -1.218  0.203
H 0.745 -1.137 -1.313  0.221

* SMILES: [H]/N=C1/CCCCO1
* energy relative to the best compared isomer or geometry (same formula, charge and spin): 91.3 kJ/mol
* charge: 0
* lowest unoccupied orbital energy: 0.034 Eh
* HOMO energy: -9.71 eV
* Kohn-Sham gap: 10.64 eV

---

ORCA calculation (ωB97M-V/def2-TZVPD) on C5H9NO as an isolated structure at a distorted geometry.

Last column: natural (NBO) charge in e.
Positions of all 16 atoms, in Å:
C 0.056 0.096 -0.180  -0.135
H -0.341 -1.998 0.410  0.173
C -1.004 0.389 0.833  0.517
N -2.195 0.559 1.142  -0.610
C -0.366 -0.155 -1.613  -0.607
O -0.272 -0.506 1.871  -0.606
H -1.884 -0.088 1.937  0.414
H -1.246 -0.804 -1.665  0.224
H 0.993 2.036 -0.474  0.218
H 1.483 1.197 1.017  0.230
C 1.229 1.060 -0.038  -0.597
H 0.460 -0.648 -2.138  0.217
H 1.308 -1.426 0.867  0.183
C 0.270 -1.140 0.729  -0.057
H -0.587 0.780 -2.135  0.222
H 2.095 0.648 -0.563  0.213

* energy relative to the best compared isomer or geometry (same formula, charge and spin): 309.8 kJ/mol
* charge: 0
* lowest unoccupied orbital energy: 0.031 Eh
* HOMO energy: -10.21 eV
* Kohn-Sham gap: 11.05 eV

---

ORCA calculation (ωB97M-V/def2-TZVPD) on a single C5H9NO molecule at a distorted geometry.

Last column: natural (NBO) charge in e.
Positions of all 16 atoms, in Å:
C -0.717 -2.362 -0.686  0.211
O 1.337 0.735 -1.080  -0.717
C 0.225 -1.370 -1.152  -0.512
H 0.692 2.214 1.134  0.200
H -0.489 1.715 2.341  0.225
H -1.098 -0.291 1.008  0.218
N -1.061 -3.307 -0.102  -0.343
C 0.108 0.123 -0.711  0.112
H 0.648 -0.283 1.299  0.210
C -0.164 0.240 0.782  -0.430
H 0.542 -1.443 -2.206  0.265
H -0.710 0.651 -1.250  0.167
C -0.256 1.682 1.272  -0.614
H -1.043 2.237 0.745  0.203
H 0.739 -2.231 -0.440  0.332
H 1.246 1.690 -0.952  0.474

* SMILES: CC[C@@H](O)CC#N
* energy relative to the best compared isomer or geometry (same formula, charge and spin): 273.7 kJ/mol
* charge: 0
* lowest unoccupied orbital energy: 0.025 Eh
* HOMO energy: -10.37 eV
* Kohn-Sham gap: 11.05 eV

---

ORCA calculation (ωB97M-V/def2-TZVPD) on a 2-piece molecular cluster, C5H9NO overall at a distorted geometry.

Last column: natural (NBO) charge in e.
Positions of all 16 atoms, in Å:
H 2.836 -1.965 1.171  0.244
C -3.078 -0.215 -0.032  -0.719
C 2.850 -0.907 1.367  -0.657
H -1.489 -1.112 -1.269  0.099
C 2.360 -0.067 0.505  0.436
N 2.237 0.598 -0.508  -0.443
H -3.730 -0.191 -0.904  0.231
H 1.046 1.623 -1.829  0.209
H 1.985 2.640 -0.805  0.212
O -1.981 -2.351 0.251  -0.505
H 0.582 1.815 -0.075  0.183
H 3.304 -0.576 2.283  0.238
H -2.627 0.763 0.124  0.223
C -1.993 -1.281 -0.295  0.442
C 1.397 1.719 -0.801  -0.422
H -3.699 -0.491 0.817  0.229

* SMILES: C=C=NC.CC=O
* energy relative to the best compared isomer or geometry (same formula, charge and spin): 328.1 kJ/mol
* charge: 0
* lowest unoccupied orbital energy: 0.024 Eh
* HOMO energy: -8.42 eV
* Kohn-Sham gap: 9.08 eV

---

ORCA calculation (ωB97M-V/def2-TZVPD) on a single C5H9NO molecule.

Last column: natural (NBO) charge in e.
Positions of all 16 atoms, in Å:
H -0.558 2.313 -0.999  0.220
H 2.049 -0.378 -0.672  0.205
C 1.052 -0.830 -0.674  -0.392
C 0.311 1.651 -1.068  -0.599
H 1.131 -0.883 1.578  0.230
H -0.781 -0.096 -1.715  0.218
H -2.571 -0.143 2.682  0.475
O -1.752 -0.494 2.312  -0.577
C 0.495 -1.171 0.735  -0.478
H 0.786 1.807 -2.043  0.210
H 1.025 1.949 -0.291  0.205
N -1.671 0.161 1.081  -0.138
C -0.102 0.194 -0.904  -0.255
H 1.052 -1.673 -1.370  0.210
C -0.629 -0.205 0.460  0.233
H 0.166 -2.203 0.890  0.231

* SMILES: C[C@H]1CC/C1=N\O
* energy relative to the best compared isomer or geometry (same formula, charge and spin): 278.7 kJ/mol
* charge: 0
* lowest unoccupied orbital energy: 0.040 Eh
* HOMO energy: -9.44 eV
* Kohn-Sham gap: 10.53 eV

---

ORCA calculation (ωB97M-V/def2-TZVPD) on C5H9NO as an isolated structure.

Last column: natural (NBO) charge in e.
Positions of all 16 atoms, in Å:
H -0.831 0.477 1.906  0.220
C -1.176 -0.341 1.266  -0.888
C 0.062 -0.111 -0.510  -0.087
H -0.808 -1.198 -2.172  0.225
N 2.224 -0.280 0.793  -0.661
H -0.730 -1.019 -0.096  0.460
C -0.180 1.373 -0.729  -0.074
H -1.000 -1.290 1.788  0.216
H -0.059 1.678 -1.772  0.201
C 1.282 0.326 0.240  0.558
C -0.063 -1.211 -1.387  -0.692
O 1.022 1.663 0.039  -0.490
H 0.656 -2.018 -1.322  0.242
H -2.245 -0.213 1.055  0.203
H -1.072 1.808 -0.279  0.205
H 2.918 0.357 1.181  0.362

* energy relative to the best compared isomer or geometry (same formula, charge and spin): 653.5 kJ/mol
* charge: 0
* lowest unoccupied orbital energy: 0.024 Eh
* HOMO energy: -7.41 eV
* Kohn-Sham gap: 8.07 eV

---

ORCA calculation (ωB97M-V/def2-TZVPD) on a single C5H9NO molecule.

Last column: natural (NBO) charge in e.
Positions of all 16 atoms, in Å:
C 0.466 -0.858 -0.499  -0.193
H 2.485 0.946 -1.203  0.209
H -2.155 0.029 -0.807  0.208
H -2.449 -1.676 -0.409  0.211
C 1.932 1.355 -0.355  -0.416
H 1.489 2.313 -0.650  0.210
H 1.193 -1.670 -0.376  0.188
H 2.630 1.525 0.470  0.210
H -0.604 -1.582 1.315  0.221
O -0.367 1.411 1.746  -0.605
C -0.690 -0.816 0.537  -0.306
H -2.791 -0.406 0.786  0.228
H 0.143 -0.807 -1.546  0.183
C -0.088 0.535 0.960  0.685
N 0.910 0.422 0.039  -0.427
C -2.104 -0.719 -0.007  -0.605

* SMILES: C[C@H]1CN(C)C1=O
* energy relative to the best compared isomer or geometry (same formula, charge and spin): 91.7 kJ/mol
* charge: 0
* lowest unoccupied orbital energy: 0.033 Eh
* HOMO energy: -9.32 eV
* Kohn-Sham gap: 10.21 eV

---

Number 1: electronic energy -8863.02729 eV. Number 2: electronic energy -8868.26680 eV. Number 3: electronic energy -8866.00221 eV. Number 4: electronic energy -8866.37546 eV. Number 5: electronic energy -8865.81160 eV. Number 6: electronic energy -8866.32433 eV. Number 7: electronic energy -8862.43938 eV. Number 8: electronic energy -8868.26207 eV.